A structure of composition C9H7Cl2NO3PmSc in a non-equilibrium geometry, computed with ωB97M-V/def2-TZVPD.

```
24
Properties=species:S:1:pos:R:3:lowdin_charge:R:1
Pm -1.81 -0.73 -4.91 1.6953
Sc 0.78 0.15 -0.73 0.9331
Cl -0.74 -2.01 -2.95 0.0138
Cl -0.68 1.50 -2.01 0.1233
O 0.90 1.31 -6.30 0.2436
O 0.96 -2.28 -6.22 0.2693
O 1.66 3.02 0.28 0.2798
N -0.89 -0.76 0.36 0.0121
C -0.92 0.44 3.85 0.0318
C 1.41 0.09 3.16 0.0141
C -0.05 -1.83 -5.84 -0.1616
C -0.01 0.78 -5.77 -0.0052
C 0.46 0.53 4.12 0.0352
C -0.40 -0.48 1.70 -0.3034
C 0.95 -0.41 1.92 -0.1034
C 1.51 1.93 -0.10 -0.0390
C -1.36 -0.07 2.64 0.0306
H -2.43 -0.14 2.41 0.1462
H 1.68 -0.77 1.16 0.1088
H -1.78 -0.37 0.09 0.1134
H -0.92 -1.73 0.07 0.1121
H 0.83 0.92 5.07 0.1518
H -1.62 0.78 4.63 0.1580
H 2.47 0.13 3.37 0.1403
```

Its expectation value of S² is 6.006. As for the spin multiplicity: 5. Its charge is +4. The largest force on an atom is 10.646 eV/A. The LUMO energy (spin up / spin down) is -16.919 / -16.377 eV. The HOMO energy (spin up / spin down) is -21.19 / -21.19 eV. Its HOMO-LUMO gap (spin up / spin down) is 4.28 / 4.82 eV.